Here is one molecule with the formula C4H7FO in a non-equilibrium geometry from OMol25. Energies are from ωB97M-V/def2-TZVPD.

Last column: Mulliken charge in e.
Element x y z (Å)
C: 1.473 1.048 -0.005  -1.02
C: 0.664 -0.281 0.272  0.15
C: -0.591 -0.330 -0.511  0.02
C: -1.833 -0.652 0.173  -0.45
H: 0.855 1.931 0.103  0.33
H: 1.644 0.914 -1.104  0.28
H: 2.403 0.994 0.634  0.29
H: 0.507 -0.475 1.341  0.26
H: -0.511 -0.460 -1.558  0.41
H: -1.890 -0.906 1.249  0.21
H: -2.641 -1.113 -0.370  0.26
O: -1.524 0.710 -0.083  -0.40
F: 1.443 -1.381 -0.141  -0.33

Summary:
- Total charge: 0
- ΔE to the lowest compared entry with this formula, charge and spin: 31.9 kcal per mole
- HOMO-LUMO gap: 11.800 eV
- F_max: 2.59 eV Å⁻¹
- LUMO: 1.16 eV
- HOMO energy: -10.64 eV